86
Properties=species:S:1:pos:R:3:forces:R:3:mulliken_spin:R:1 method="wB97M-V/def2-TZVPD" total_energy_ha=-2520.235236 s_squared=2.007 e_lumo_ev="-6.7219 / -9.7966" multiplicity=3 charge=+2
Mo -1.430869 0.649756 -2.268235 -2.1 1.1 2.6 -0.01
C -2.426127 1.571707 -0.396786 -0.2 -1.5 0.6 0.04
C -3.333564 0.758035 -1.190966 0.8 -1.2 1.1 0.00
C -2.289350 -0.608179 0.374471 0.1 0.1 -0.6 -0.04
C -1.866195 0.705075 0.617747 -0.5 0.3 -1.0 0.01
C -3.078715 -0.629533 -0.819459 -0.6 1.4 0.5 0.01
C -2.180994 3.035751 -0.511085 -0.2 0.7 0.2 -0.01
H -2.260385 3.348835 -1.555934 -0.1 0.3 0.3 0.00
H -1.158546 3.251461 -0.177855 -0.1 0.1 -0.1 0.01
H -2.859519 3.668316 0.089717 0.1 -0.4 -0.2 0.00
C -1.219520 1.181302 1.856620 0.6 -0.2 0.3 0.16
H -0.711272 2.135046 1.686883 -0.1 0.2 0.1 0.00
H -0.477081 0.466129 2.255038 -0.7 0.4 -0.3 -0.10
H -1.987674 1.348292 2.629318 0.3 0.0 -0.2 0.00
C -2.162456 -1.736845 1.336237 0.3 -0.4 0.1 0.00
H -3.078761 -1.827978 1.941439 0.2 0.1 -0.2 0.00
H -1.338200 -1.573329 2.035958 -0.1 -0.1 -0.1 0.00
H -2.005873 -2.704216 0.842201 0.0 0.2 0.1 0.00
C -3.746797 -1.840974 -1.366801 -0.3 -0.3 -0.2 0.00
H -4.729862 -1.596561 -1.787714 0.2 -0.1 0.1 0.00
H -3.874229 -2.604993 -0.586032 0.0 0.3 -0.3 0.00
H -3.147503 -2.296756 -2.166645 -0.2 -0.1 0.1 0.00
C -4.363499 1.284671 -2.119189 -0.1 -0.1 -0.4 0.00
H -5.219893 1.660525 -1.545422 0.2 0.1 -0.1 0.00
H -4.719357 0.509156 -2.803790 0.0 0.2 0.1 0.00
H -3.957032 2.118290 -2.700043 -0.2 0.1 -0.2 0.00
C 0.531914 1.171476 -2.506688 1.6 0.9 0.3 -0.06
C -0.380610 2.134488 -3.124020 1.4 0.9 -0.4 -0.01
C -0.605409 2.163109 -4.620655 0.0 0.7 -1.1 0.00
C -1.535783 1.031292 -5.153122 -0.2 0.4 -0.9 0.00
C -1.948901 0.019024 -4.102984 -0.3 -1.2 -1.0 0.00
C -1.002841 -0.897493 -3.455839 -0.1 -1.8 -1.0 0.00
C 0.444018 -0.982850 -3.895077 0.7 -0.6 0.1 0.00
C 1.312228 0.191033 -3.362339 0.8 -0.6 -0.1 0.01
H 0.346175 2.179108 -5.186041 -0.3 -0.2 0.4 0.00
H -1.103029 0.547344 -6.050208 0.0 0.0 0.5 0.00
H -1.072569 3.129934 -4.889090 0.2 -0.4 0.3 0.00
H 1.821756 0.688855 -4.206742 -0.4 0.1 0.3 0.00
H 1.081332 1.536445 -1.630540 -0.1 0.0 -0.1 0.11
H -0.390037 3.107833 -2.623722 -0.1 -0.3 -0.1 0.00
H 2.142725 -0.231331 -2.765790 -0.5 0.2 -0.1 0.00
H 0.843019 -1.937480 -3.499433 -0.1 0.5 -0.1 0.00
H -1.399765 -1.833167 -3.068693 -0.2 -0.1 -0.4 0.00
H 0.524329 -1.080286 -4.996036 -0.3 0.2 0.5 0.00
H -2.456345 1.503171 -5.541505 0.3 -0.2 0.3 0.00
H -2.936061 -0.426753 -4.271524 0.1 0.2 0.3 0.00
P 2.032277 2.418744 1.043205 3.5 1.0 1.1 0.56
C 2.019094 3.133743 2.720965 -1.4 -0.2 -0.1 0.11
H 3.028664 3.398691 3.052394 0.0 -0.2 -0.4 0.03
H 1.570872 2.393408 3.394326 0.2 0.3 0.0 -0.02
H 1.383997 4.028848 2.703112 0.2 -0.2 0.2 0.00
C 3.420039 1.219686 1.114340 -1.0 -1.1 -0.5 0.07
H 4.350453 1.714480 1.426594 -0.4 0.2 0.0 0.03
H 3.552798 0.813215 0.099618 0.1 0.0 0.4 -0.01
H 3.141653 0.407646 1.800111 0.3 0.2 -0.2 -0.01
C 2.830010 3.720620 0.036016 -1.3 0.1 -0.8 0.06
H 2.918671 3.354865 -0.996342 0.1 0.2 0.2 0.00
H 3.823112 3.961317 0.434777 -0.2 -0.2 0.2 0.03
H 2.183589 4.606784 0.045748 0.3 0.0 -0.1 -0.01
P 1.484868 -2.978346 -0.434160 -0.4 0.1 -0.2 0.01
C 0.384179 -4.445191 -0.581076 -0.3 0.1 -0.6 0.00
H 0.960134 -5.362774 -0.728713 -0.1 0.0 0.0 0.00
H -0.297384 -4.289588 -1.425563 0.1 -0.3 0.1 0.00
H -0.220355 -4.538530 0.324031 0.0 0.0 -0.2 0.00
C 3.076005 -3.608513 -1.108880 0.0 0.3 -0.1 0.00
H 2.996119 -3.777071 -2.190395 -0.1 0.0 0.3 0.00
H 3.398294 -4.524421 -0.617444 0.0 -0.1 0.0 0.00
H 3.832076 -2.829675 -0.967794 0.0 -0.2 0.0 0.00
C 1.722845 -3.076636 1.381222 0.3 0.1 0.2 0.02
H 2.757616 -3.340881 1.621704 -0.1 0.1 0.1 0.00
H 1.055634 -3.828563 1.816630 0.2 0.2 0.0 0.00
H 1.477328 -2.105858 1.827251 0.1 -0.1 0.0 0.00
C 2.578795 -0.255714 5.082947 0.5 0.2 -0.1 0.00
C 1.210131 -0.484951 4.456823 0.0 -0.3 2.8 -0.04
O 1.160248 -0.212009 3.165644 -0.3 -0.2 -0.9 0.81
C 0.865872 -2.029668 4.742610 -0.3 -2.3 0.3 0.13
F 0.712919 -2.311676 6.071880 0.2 0.9 -1.9 0.02
F -0.255648 -2.460873 4.106390 1.1 0.8 0.5 0.01
F 1.906431 -2.805983 4.306539 -1.1 1.1 0.4 0.01
C 0.142836 0.373299 5.285018 -1.3 0.4 1.1 0.05
F 0.225508 0.169896 6.633727 0.1 0.1 -1.9 0.01
F 0.362568 1.710761 5.088791 0.0 -1.1 -0.1 0.00
F -1.141754 0.129602 4.910821 1.3 0.1 0.2 0.00
H 3.331078 -0.738184 4.449837 -0.2 0.0 0.2 0.00
H 2.629376 -0.655064 6.100682 0.1 0.2 -0.2 0.00
H 2.796154 0.817855 5.086988 -0.1 -0.2 0.2 0.00